(1)
DFT (ωB97M-V/def2-TZVPD) results for a cluster of 2 separate species, C3H7FNO in total at a distorted geometry.

```
! wB97M-V def2-TZVPD RIJCOSX def2/J DEFGRID3
* xyz 1 1
C -1.89969 0.13915 -0.38482
C 1.18330 0.25425 -0.84855
C -0.36516 -0.65941 0.81854
N 0.81519 0.01298 0.58259
O -2.22459 -0.23837 -1.42116
F -2.43466 1.11746 0.41435
H 0.25730 0.37446 -1.34360
H 1.83242 1.19903 -0.90365
H 1.77774 -0.59134 -1.29847
H -0.37767 -1.63704 0.55030
H -0.90573 -0.26927 1.72903
H 1.54116 -0.65037 1.02405
H 0.80037 0.94845 1.08139
*
```

The LUMO energy is -0.1527 hartree. The relative energy (zero: lowest compared OMol25 entry of this formula, charge and spin) is 2.540 eV. The calculation puts the HOMO energy at -15.02 eV. The energy comes out at -9469.774 eV.

(2)
DFT (ωB97M-V/def2-TZVPD) results for the ion C6H14N4 with charge +2 at a distorted geometry.

```
! wB97M-V def2-TZVPD RIJCOSX def2/J DEFGRID3
* xyz 2 3
C 0.56587 -0.97846 0.14342
C -1.57985 0.10037 -0.12072
C 2.11268 -0.89494 0.16758
C 1.63411 1.22881 -0.75912
C 0.40558 1.39688 0.15916
C -2.46494 1.01278 0.57492
N 2.58500 0.39114 -0.24618
N -0.19699 0.10111 0.14759
N -0.03933 -2.20709 0.25821
N -2.02531 -0.87498 -0.81951
H 2.43219 -1.20309 1.23648
H 2.52316 -1.67490 -0.43327
H 1.24028 0.89707 -1.81728
H 1.99648 2.18221 -0.95013
H 0.81068 1.57561 1.17157
H -0.31960 2.03182 -0.24254
H -3.08036 1.63956 -0.13910
H -3.20654 0.42200 1.11144
H -2.07464 1.78626 1.34101
H 3.46043 0.71059 0.18739
H 0.61102 -2.95143 0.46827
H -0.94816 -2.23576 0.77319
H -2.99879 -0.91065 -1.02793
H -1.44296 -1.54492 -1.18445
*
```

The LUMO energy (alpha / beta) is -0.2530 / -0.4312 hartree. The relative energy (zero: lowest compared OMol25 entry of this formula, charge and spin) is 0.000 eV. The calculation puts the HOMO energy (alpha / beta) at -14.38 / -18.40 eV. The energy comes out at -12389.252 eV.

(3)
DFT (ωB97M-V/def2-TZVPD) results for the molecule C3Cl2F2O2 at a distorted geometry.

```
! wB97M-V def2-TZVPD RIJCOSX def2/J DEFGRID3
* xyz 0 1
C 0.43173 0.95407 0.41567
C 0.32081 1.08267 -0.89057
C -0.44795 -1.20523 0.15088
O 0.11823 -0.21555 1.01538
O -0.69653 -0.72868 -1.02145
F -1.52490 -1.73462 0.77881
F 0.39036 -2.28318 0.16194
Cl 1.22022 2.04586 1.49858
Cl 0.18804 2.08467 -2.10925
*
```

The LUMO energy is -0.0685 hartree. The relative energy (zero: lowest compared OMol25 entry of this formula, charge and spin) is 1.894 eV. The calculation puts the HOMO energy at -10.32 eV. The energy comes out at -37682.427 eV.

(4)
DFT (ωB97M-V/def2-TZVPD) results for the ion C6H15N2 with charge +1 at a distorted geometry.

```
! wB97M-V def2-TZVPD RIJCOSX def2/J DEFGRID3
* xyz 1 1
C -1.80298 0.66375 0.89374
N -1.16527 0.41337 -0.36249
C -0.37173 -0.79239 -0.58807
C 1.12976 -0.53112 -0.90400
C 1.74556 -1.69058 -1.65199
C 1.66314 -2.97409 -1.30766
C -1.06903 1.69621 1.73336
N 0.19022 2.17041 1.10453
H -2.82332 1.02383 0.64881
H -2.13314 -0.16141 1.53988
H -1.65660 0.59119 -1.21951
H -0.31312 -1.32504 0.36774
H -0.80770 -1.53572 -1.25553
H 1.25662 0.29664 -1.60524
H 1.65594 -0.34159 0.04400
H 2.16151 -1.33628 -2.59628
H 2.34088 -3.69708 -1.74051
H 0.94468 -3.32114 -0.57715
H -0.77722 1.41465 2.75263
H -1.71375 2.57031 1.91436
H 0.59934 2.97786 1.57674
H 0.07120 2.47454 0.13612
H 0.87504 1.41369 1.09652
*
```

The LUMO energy is -0.1282 hartree. The relative energy (zero: lowest compared OMol25 entry of this formula, charge and spin) is 2.696 eV. The calculation puts the HOMO energy at -12.29 eV. The energy comes out at -9437.275 eV.

(5)
DFT (ωB97M-V/def2-TZVPD) results for a structure of composition C13H19Cl2F6FeN4O4P.

```
! wB97M-V def2-TZVPD RIJCOSX def2/J DEFGRID3
* xyz 1 2
Fe 0.02372 -1.62972 0.88355
O -0.42849 -1.31792 -2.36361
C -1.06361 -0.57257 -1.58381
O -1.15557 -0.76997 -0.32745
C -1.77284 0.61919 -2.13115
C -2.48817 1.46030 -1.28342
C -3.15771 2.55645 -1.79789
C -3.08739 2.78261 -3.15968
C -2.38077 1.96948 -4.02518
C -1.71907 0.87321 -3.49825
N -3.79356 3.96288 -3.71441
O -4.39154 4.66773 -2.93035
O -3.72143 4.14013 -4.90993
H -2.51352 1.25156 -0.22342
H -3.72603 3.22837 -1.17278
H -2.36098 2.19692 -5.08012
H -1.15311 0.21276 -4.13909
Cl -1.24899 -0.72052 2.85938
C -2.66563 -1.81285 2.84594
Cl -2.48689 -2.99197 1.54721
H -3.55110 -1.21558 2.66617
H -2.69541 -2.33503 3.79466
N 0.44231 -4.54056 -1.64274
N -0.45138 -3.61224 -1.38200
H 1.40124 -4.21858 -1.70091
H 0.30799 -5.46103 -1.24340
H -1.39335 -3.97969 -1.29358
H -0.35045 -2.59438 -1.87393
F 1.69267 -2.52431 0.10636
P 1.99938 -3.62871 1.40220
F 0.48244 -4.19130 1.12467
F 3.37669 -2.91239 1.60305
F 2.16324 -4.55533 2.64839
F 2.56501 -4.66477 0.34551
F 1.21508 -2.44296 2.30267
C 1.62637 2.80178 2.82188
C 2.43959 2.04146 1.76351
C 2.71331 2.92677 0.54168
C 3.74624 1.50488 2.36578
C 1.63845 0.88569 1.33100
N 1.02547 -0.00942 0.96801
H 2.21581 3.65188 3.16296
H 1.40775 2.17062 3.68314
H 0.68948 3.17565 2.40912
H 3.28857 3.79192 0.87016
H 1.78680 3.27986 0.08968
H 3.29178 2.39408 -0.21197
H 4.30917 2.34607 2.76874
H 4.35504 1.00998 1.61018
H 3.55338 0.79956 3.17347
*
```

The LUMO energy (alpha / beta) is -0.1190 / -0.1657 hartree. The calculation puts the HOMO energy (alpha / beta) at -12.57 / -12.57 eV. The energy comes out at -112961.519 eV.

(6)
DFT (ωB97M-V/def2-TZVPD) results for a cluster of 2 separate species, C3H13N3O in total at a distorted geometry.

```
! wB97M-V def2-TZVPD RIJCOSX def2/J DEFGRID3
* xyz 0 1
C 0.33908 -0.21755 1.10110
N 0.15392 -0.37988 -0.42109
C -0.69925 -1.56386 -0.70121
N -0.60565 -2.64482 0.26415
C 0.42250 1.27444 1.29246
N 1.80292 1.77610 1.13837
H 1.15496 -0.89623 1.50566
H -0.56843 -0.67662 1.50767
H 1.10223 -0.42932 -0.75323
H -0.31112 -2.01085 -1.73064
H -1.68502 -1.17191 -0.85711
H 0.07035 -3.31031 -0.04706
H -1.45101 -3.05249 0.59702
H -0.39762 1.73508 0.70121
H 0.07911 1.75688 2.26400
H 2.00202 2.01559 0.17140
H 1.90724 2.58306 1.72626
H -0.93590 1.67904 -3.38344
H -1.09515 1.49010 -1.80540
O -1.28516 2.04354 -2.57011
*
```

The LUMO energy is 0.0329 hartree. The relative energy (zero: lowest compared OMol25 entry of this formula, charge and spin) is 1.960 eV. The calculation puts the HOMO energy at -9.09 eV. The energy comes out at -9838.343 eV.

(7)
DFT (ωB97M-V/def2-TZVPD) results for a structure of composition C44H45F6IrN3O6PS2Te at a distorted geometry.

```
! wB97M-V def2-TZVPD RIJCOSX def2/J DEFGRID3
* xyz 0 1
Ir 1.08483 1.83574 -0.01936
C 7.72289 0.97172 0.09973
O 7.26941 0.82053 1.44336
C 5.97538 1.05383 1.69496
C 5.56260 0.79020 3.02257
C 4.26195 0.99187 3.35625
C 3.31060 1.47563 2.42164
C 1.95944 1.69622 2.80303
C 1.50531 1.51132 4.22370
O 1.07434 2.07973 2.00736
C 3.72834 1.71057 1.09267
O 2.96436 2.16874 0.11771
C 5.07259 1.49490 0.75287
H 8.75204 0.62987 0.09166
H 7.67944 2.01634 -0.21274
H 7.12996 0.36214 -0.58377
H 6.28914 0.41793 3.73238
H 3.94466 0.76047 4.36478
H 2.11144 2.10071 4.91319
H 1.58747 0.45775 4.49972
H 0.46499 1.81507 4.30143
H 5.34710 1.68727 -0.27475
O 0.86866 0.16754 -4.14994
C 1.06465 1.34304 -4.78602
C 1.04978 1.30693 -6.18090
C 1.25544 2.45548 -6.91483
C 1.50200 3.67067 -6.27575
C 1.50515 3.71794 -4.89832
C 1.27959 2.56920 -4.13326
C 1.22099 2.67923 -2.65976
O 1.06391 1.55448 -1.97561
N 1.28761 3.83786 -2.10213
N 1.08484 3.73687 -0.70333
C 0.79627 4.85125 -0.14361
S 0.69675 6.29628 -1.12841
C 0.44625 7.39742 0.28738
C -0.35504 6.64564 1.32664
S 0.41740 5.02461 1.55502
H 0.78916 0.33931 -3.19536
H 0.85487 0.35610 -6.66271
H 1.21543 2.41180 -7.99681
H 1.67531 4.56906 -6.85412
H 1.67297 4.65059 -4.37511
H -0.07812 8.28177 -0.07268
H 1.42361 7.68476 0.67302
H -1.37881 6.48015 0.99377
H -0.35819 7.14955 2.29232
F -1.77318 2.46616 -0.13789
P -2.97932 2.50606 -1.28871
F -3.85774 1.26354 -0.65162
F -2.14313 1.06360 -1.96058
F -4.03938 2.56161 -2.44354
F -3.66967 3.59530 -0.36168
F -2.04514 3.47677 -2.09628
C -6.35362 -4.37504 -2.45825
C -5.28477 -3.46998 -1.90464
C -4.12720 -3.21561 -2.62497
C -3.14310 -2.33755 -2.18530
C -1.93777 -2.16484 -3.08686
C -3.32943 -1.71268 -0.93626
Te -1.90550 -0.40964 -0.05770
N -0.34048 -1.41123 -0.74865
C 0.77779 -1.22309 -0.13133
O 1.19398 -0.17536 0.52967
C 1.69246 -2.40942 -0.10618
C 2.02208 -3.07446 -1.28209
C 2.73296 -4.26461 -1.22619
C 3.10922 -4.79709 0.00197
C 2.78735 -4.12671 1.17436
C 2.07986 -2.93230 1.12203
C -1.75737 -1.56705 1.80303
C -1.80733 -0.82007 2.99909
C -1.87009 0.69325 3.02770
C -1.77596 -1.49176 4.21743
C -1.67965 -2.87418 4.28852
C -1.68126 -3.59142 5.61641
C -1.59493 -3.58618 3.10301
C -1.63794 -2.96886 1.85442
C -1.56414 -3.87767 0.64418
C -4.49622 -1.94903 -0.18840
C -4.78712 -1.34130 1.17447
C -5.44814 -2.82999 -0.68829
H -5.91862 -5.20034 -3.02259
H -6.99988 -3.81719 -3.14017
H -6.98001 -4.78229 -1.66521
H -3.97891 -3.70881 -3.58168
H -2.23548 -2.33688 -4.12249
H -1.16459 -2.88857 -2.82455
H -1.50081 -1.17471 -3.01549
H 1.72071 -2.65434 -2.23458
H 2.98196 -4.78568 -2.14255
H 3.65187 -5.73379 0.04313
H 3.07896 -4.53839 2.13371
H 1.80752 -2.40941 2.03216
H -0.90839 1.12294 2.75377
H -2.12053 1.04683 4.02922
H -2.61198 1.09471 2.33817
H -1.83513 -0.91451 5.13674
H -1.72729 -2.88487 6.44539
H -0.78496 -4.20322 5.73436
H -2.54429 -4.25666 5.68882
H -1.49540 -4.66888 3.13737
H -0.79800 -4.63986 0.80249
H -1.31716 -3.33987 -0.26254
H -2.52051 -4.38828 0.49756
H -4.57340 -2.06437 1.96384
H -5.84085 -1.06697 1.23847
H -4.20530 -0.44569 1.38082
H -6.34439 -3.01617 -0.10299
*
```

The LUMO energy is -0.0174 hartree. The relative energy (zero: lowest compared OMol25 entry of this formula, charge and spin) is 0.732 eV. The calculation puts the HOMO energy at -7.94 eV. The energy comes out at -120515.268 eV.

(8)
DFT (ωB97M-V/def2-TZVPD) results for a structure of composition C4H8O2 at a distorted geometry.

```
! wB97M-V def2-TZVPD RIJCOSX def2/J DEFGRID3
* xyz 0 1
C 1.99969 -0.16642 0.82079
C 1.06455 0.73635 0.51270
O 1.20269 1.42202 -0.64353
C -0.95156 -0.12552 -0.82651
C -1.81764 -0.99310 -0.02108
O -1.33142 0.97986 -1.15076
H 2.69182 -0.47388 0.04305
H 2.35005 -0.21293 1.84323
H -0.81339 -1.65351 0.75897
H 0.32311 1.06314 1.24928
H 0.38471 1.87165 -0.89713
H -0.08056 -0.65469 -1.26733
H -2.61112 -0.39355 0.49293
H -2.41093 -1.39943 -0.91461
*
```

The LUMO energy is 0.0213 hartree. The relative energy (zero: lowest compared OMol25 entry of this formula, charge and spin) is 4.230 eV. The calculation puts the HOMO energy at -8.95 eV. The energy comes out at -8369.052 eV.

(9)
DFT (ωB97M-V/def2-TZVPD) results for a structure of composition C31H40N5P2ReSSbSe4.

```
! wB97M-V def2-TZVPD RIJCOSX def2/J DEFGRID3
* xyz 3 1
Re -1.23506 -0.00367 0.10938
C 1.19774 -1.36743 2.20414
P 1.11858 -0.16347 0.85109
C 1.39108 1.46621 1.63561
N 2.29695 1.57318 2.60290
C 2.45045 2.76199 3.17502
C 3.46792 2.91624 4.26038
C 3.91955 4.32159 4.47377
C 3.17036 5.35930 4.11128
C 1.84404 5.17532 3.45487
C 1.68216 3.85334 2.77482
N 0.79947 3.75283 1.79053
C 0.64377 2.57148 1.20725
P -0.60590 2.34742 -0.14155
C 0.27632 2.51982 -1.72410
C -1.80969 3.76366 -0.05473
C -2.91983 3.51123 -1.08204
C -1.09736 5.07779 -0.41396
C -2.42708 3.84110 1.34251
C 2.63204 -0.42817 -0.23693
C 3.03223 0.87974 -0.93699
C 3.77961 -0.88240 0.68118
C 2.36251 -1.51228 -1.28049
H 2.09563 -1.21077 2.79810
H 1.20567 -2.36754 1.76952
H 0.31349 -1.26920 2.82791
H 4.30110 2.23672 4.07524
H 4.87186 4.46848 4.96693
H 3.49502 6.37392 4.30278
H 1.61917 5.97493 2.74786
H -0.44521 2.86343 -2.46571
H 0.66794 1.56016 -2.05815
H 1.08886 3.24208 -1.65534
H -2.56657 3.56874 -2.11166
H -3.66496 4.29883 -0.95757
H -3.43249 2.56258 -0.92670
H -0.66294 5.04879 -1.41363
H -0.32919 5.34679 0.30332
H -1.85135 5.86727 -0.42197
H -2.97413 2.93246 1.59501
H -3.14195 4.66502 1.35683
H -1.67935 4.03673 2.11218
H 2.91262 1.76800 -0.31510
H 2.48646 1.02694 -1.86859
H 4.08879 0.81753 -1.19817
H 3.98929 -0.15965 1.47136
H 4.67558 -0.97017 0.06534
H 3.59883 -1.85765 1.12766
H 1.53577 -1.24950 -1.94116
H 2.14576 -2.47809 -0.82376
H 3.26288 -1.62243 -1.88851
S -2.55327 0.12606 -1.75630
C -2.97344 -1.50969 -2.33606
N -2.46561 -1.92518 -3.47299
C -2.79685 -3.23677 -4.06004
C -4.19386 -3.63712 -3.61960
C -4.29757 -3.56062 -2.10640
N -3.83047 -2.23617 -1.65788
H -1.82536 -1.31150 -3.95282
H -2.05429 -3.96417 -3.72555
H -2.72878 -3.14455 -5.14130
H -4.40595 -4.65220 -3.94914
H -4.93345 -2.97928 -4.07904
H -3.68854 -4.33179 -1.62614
H -5.32693 -3.67613 -1.77464
H -4.19203 -1.84751 -0.79948
N 0.37834 -9.43721 -2.87086
C 0.22098 -8.35548 -2.52221
C 0.02554 -6.99833 -2.09055
C 0.58089 -5.95094 -2.82253
C 0.38274 -4.64397 -2.41721
C -0.36832 -4.37241 -1.27069
C -0.91780 -5.42654 -0.53531
C -0.72193 -6.73283 -0.94427
C -0.60227 -3.01957 -0.86409
C -0.79807 -1.86593 -0.53799
H 1.16368 -6.16872 -3.70700
H 0.81099 -3.83142 -2.99144
H -1.49286 -5.22013 0.35993
H -1.14342 -7.55233 -0.37886
Se 2.76486 2.14901 5.98047
Sb 0.90530 3.70773 6.44825
Se -2.36363 0.03850 1.95562
Se -0.48610 3.31223 8.21210
Se 0.35103 5.44577 4.77602
*
```

The LUMO energy is -0.3527 hartree. The calculation puts the HOMO energy at -14.97 eV. The energy comes out at -339688.947 eV.

(10)
DFT (ωB97M-V/def2-TZVPD) results for the molecule C2H5Cl3Si at a distorted geometry.

```
! wB97M-V def2-TZVPD RIJCOSX def2/J DEFGRID3
* xyz 0 1
C 1.10790 0.17122 -0.80947
C 0.42108 -0.11565 0.55864
Si -1.44986 0.08875 0.44331
Cl 2.88070 0.00773 -0.90999
Cl 0.81726 -1.87420 1.05128
Cl -2.29117 0.86192 -1.29643
H 0.65924 -0.59194 -1.49527
H 0.89166 1.20367 -1.22905
H -1.53825 1.14409 1.41653
H -2.35197 -1.16808 0.85219
H 0.85343 0.27250 1.41827
*
```

The LUMO energy is 0.0142 hartree. The relative energy (zero: lowest compared OMol25 entry of this formula, charge and spin) is 4.167 eV. The calculation puts the HOMO energy at -10.71 eV. The energy comes out at -47600.629 eV.

(11)
DFT (ωB97M-V/def2-TZVPD) results for a cluster of 2 separate species, C3H7N2O in total at a distorted geometry.

```
! wB97M-V def2-TZVPD RIJCOSX def2/J DEFGRID3
* xyz 1 1
C -0.01649 0.07381 0.04007
C 0.71453 -0.54517 1.07178
N 1.33887 0.32477 1.85602
C 0.99245 1.64576 1.48961
N 0.27067 1.45448 0.33970
H -0.48404 -0.38937 -0.81458
H 0.90073 -1.62157 1.15554
H 1.86288 0.14177 2.73862
H 1.13544 2.26279 2.29062
H 0.10195 2.17267 -0.30629
H -2.17937 -2.53924 -2.93827
H -2.52820 -1.39299 -3.93692
O -2.10943 -1.58771 -2.98590
*
```

The LUMO energy is -0.1528 hartree. The relative energy (zero: lowest compared OMol25 entry of this formula, charge and spin) is 1.560 eV. The calculation puts the HOMO energy at -14.30 eV. The energy comes out at -8244.579 eV.

(12)
DFT (ωB97M-V/def2-TZVPD) results for a cluster of 2 separate species, C4H12 in total at a distorted geometry.

```
! wB97M-V def2-TZVPD RIJCOSX def2/J DEFGRID3
* xyz 0 1
C -2.55892 1.02280 -1.79697
C -1.50057 1.14925 -0.70232
H -2.93958 0.01024 -1.87048
H -3.41849 1.62411 -1.49762
H -2.14531 1.35037 -2.74661
H -1.92391 0.98600 0.29028
H -0.71429 0.39967 -0.75446
H -1.06169 2.14282 -0.60275
C 1.96958 -1.79283 1.49562
C 2.07455 -0.37120 0.96580
H 1.65476 -2.43084 0.66445
H 2.91413 -2.22359 1.80355
H 1.20760 -1.92248 2.25401
H 2.42465 0.33222 1.70832
H 1.12994 -0.03601 0.54341
H 2.88754 -0.24055 0.24577
*
```

The LUMO energy is 0.0401 hartree. The relative energy (zero: lowest compared OMol25 entry of this formula, charge and spin) is 0.199 eV. The calculation puts the HOMO energy at -11.60 eV. The energy comes out at -4342.330 eV.